This record from the OMol25 dataset describes a cluster of 2 separate species, C4H8O4P in total at a distorted geometry. The level of theory is wB97M-V/def2-TZVPD.

Structure (ORCA input):
```
! RIJCOSX wB97M-V def2-TZVPD def2/J DEFGRID3
* xyz -1 3
C 0.104 0.954 -1.484
C -0.263 0.078 -0.518
C -0.193 2.411 -1.691
C -1.002 -2.123 2.505
O 1.396 0.328 1.322
O -0.746 1.883 1.545
O 0.018 -1.220 -0.564
O -0.503 -2.130 3.612
P -0.357 0.484 1.332
H 0.546 0.555 -2.457
H -1.116 2.374 -2.367
H -0.378 3.076 -0.876
H 0.592 2.760 -2.383
H -1.810 -1.498 2.177
H -0.780 -2.757 1.596
H 0.446 -1.333 -1.436
H 1.243 -0.500 1.066
*
```

For the energy above the lowest of the compared OMol25 structures with the same formula, charge and spin, the calculation gives 1.998 eV. The value obtained for the LUMO energy (alpha / beta) is 3.174 / 1.988 eV. The value obtained for the HOMO energy (alpha / beta) is 0.089 / -3.797 eV. The energy comes out at -21752.451 eV.

Here are the Mulliken charges for atoms 1 to 4, given in e: -0.379, 0.648, -1.122, -0.617

=====

This record from the OMol25 dataset describes a structure of composition C4H8O4Sr at a distorted geometry. The level of theory is wB97M-V/def2-TZVPD.

Structure (ORCA input):
```
! RIJCOSX wB97M-V def2-TZVPD def2/J DEFGRID3
* xyz -2 1
Sr 0.553 0.153 1.981
O -1.813 0.164 2.663
C -2.608 1.055 1.924
C -1.875 2.095 0.988
O -0.734 1.734 0.272
H -3.322 1.496 2.647
H -3.293 0.495 1.250
H -1.508 2.862 1.728
H -2.523 2.718 0.344
O 1.493 -0.995 -3.366
C 2.080 -1.833 -2.475
C 2.170 -1.344 -0.985
O 1.035 -1.019 -0.261
H 3.141 -2.089 -2.738
H 1.539 -2.818 -2.468
H 2.926 -0.524 -1.051
H 2.741 -2.149 -0.452
*
```

For the energy above the lowest of the compared OMol25 structures with the same formula, charge and spin, the calculation gives 0.879 eV. The value obtained for the LUMO energy is 3.865 eV. The value obtained for the HOMO energy is 1.427 eV. The energy comes out at -13298.762 eV.

Here are the Mulliken charges for atoms 1 to 4, given in e: 1.489, -1.006, -0.112, -0.628

=====

This record from the OMol25 dataset describes the ion C4H8OS with charge -1 at a distorted geometry. The level of theory is wB97M-V/def2-TZVPD.

Structure (ORCA input):
```
! RIJCOSX wB97M-V def2-TZVPD def2/J DEFGRID3
* xyz -1 2
O 3.376 -0.736 0.930
C 2.209 -1.023 0.908
C 1.166 0.075 0.746
C -0.081 -0.399 -0.063
C -0.828 0.865 -0.770
S -2.589 0.450 -0.724
H 1.750 -2.086 1.126
H 1.651 0.879 0.253
H 0.793 0.375 1.743
H 0.185 -1.029 -0.893
H -0.825 -0.744 0.708
H -0.566 0.819 -1.919
H -0.378 1.781 -0.364
H -2.981 1.583 -1.432
*
```

For the energy above the lowest of the compared OMol25 structures with the same formula, charge and spin, the calculation gives 0.739 eV. The value obtained for the LUMO energy (alpha / beta) is 3.216 / 3.107 eV. The value obtained for the HOMO energy (alpha / beta) is 0.983 / -3.896 eV. The energy comes out at -17158.070 eV.

Here are the Mulliken charges for atoms 1 to 4, given in e: -0.511, -0.388, -0.785, -0.908

=====

This record from the OMol25 dataset describes the molecule C4H8OS at a distorted geometry. The level of theory is wB97M-V/def2-TZVPD.

Structure (ORCA input):
```
! RIJCOSX wB97M-V def2-TZVPD def2/J DEFGRID3
* xyz 0 1
C 0.061 1.407 -0.605
C 0.301 0.017 -0.016
C -0.952 -0.750 0.384
O -1.997 -0.755 -0.609
C 1.419 -0.240 0.832
S 1.576 -0.912 -0.871
H -0.115 1.336 -1.714
H 0.910 2.062 -0.400
H -0.795 1.821 -0.130
H -1.454 -0.304 1.272
H -0.652 -1.797 0.548
H -1.700 -1.374 -1.263
H 2.085 0.566 1.037
H 1.312 -1.075 1.535
*
```

For the energy above the lowest of the compared OMol25 structures with the same formula, charge and spin, the calculation gives 0.869 eV. The value obtained for the LUMO energy is 0.799 eV. The value obtained for the HOMO energy is -8.898 eV. The energy comes out at -17159.581 eV.

Here are the Mulliken charges for atoms 1 to 4, given in e: -1.258, 1.406, -0.920, -0.508

=====

This record from the OMol25 dataset describes a cluster of 2 separate species, C4H8OS in total at a distorted geometry. The level of theory is wB97M-V/def2-TZVPD.

Structure (ORCA input):
```
! RIJCOSX wB97M-V def2-TZVPD def2/J DEFGRID3
* xyz 0 1
C -0.905 0.487 0.700
C -0.177 1.717 0.920
C 0.957 -0.981 -1.385
C 0.526 -1.093 0.034
O -2.620 -1.307 0.182
S -2.441 0.119 0.496
H -0.007 2.196 -0.022
H 0.808 1.520 1.397
H -0.621 2.525 1.541
H 0.221 -0.909 -2.118
H 1.759 -1.686 -1.497
H 1.286 0.104 -1.264
H -0.077 -1.928 0.320
H 1.290 -0.764 0.697
*
```

For the energy above the lowest of the compared OMol25 structures with the same formula, charge and spin, the calculation gives 4.153 eV. The value obtained for the LUMO energy (alpha / beta) is 0.265 / 0.265 eV. The value obtained for the HOMO energy (alpha / beta) is -8.910 / -8.911 eV. The energy comes out at -17156.297 eV.

Here are the Mulliken charges for atoms 1 to 4, given in e: 0.192, -0.939, -0.738, -0.710

=====

This record from the OMol25 dataset describes a cluster of 2 separate species, C4H8OS in total at a distorted geometry. The level of theory is wB97M-V/def2-TZVPD.

Structure (ORCA input):
```
! RIJCOSX wB97M-V def2-TZVPD def2/J DEFGRID3
* xyz 0 1
C 0.422 1.409 1.118
C 0.222 -1.623 0.141
C -0.949 0.083 -1.564
C -0.747 -0.484 -0.156
O 2.390 2.403 2.340
S 1.807 1.126 1.827
H -0.068 2.315 0.979
H -0.327 -2.494 0.051
H 0.944 -1.512 -0.728
H 0.620 -1.513 1.188
H -1.203 1.125 -1.455
H -0.022 0.098 -2.117
H -1.567 -0.382 -2.232
H -1.524 -0.552 0.606
*
```

For the energy above the lowest of the compared OMol25 structures with the same formula, charge and spin, the calculation gives 5.313 eV. The value obtained for the LUMO energy (alpha / beta) is -0.566 / -0.798 eV. The value obtained for the HOMO energy (alpha / beta) is -8.938 / -8.764 eV. The energy comes out at -17155.137 eV.

Here are the Mulliken charges for atoms 1 to 4, given in e: -0.359, -0.998, -1.185, 0.149

=====

This record from the OMol25 dataset describes the molecule C4H8OS at a distorted geometry. The level of theory is wB97M-V/def2-TZVPD.

Structure (ORCA input):
```
! RIJCOSX wB97M-V def2-TZVPD def2/J DEFGRID3
* xyz 0 1
C 1.850 -0.450 0.351
C 0.652 -0.512 -0.615
O 0.110 0.759 -0.916
C -0.910 1.048 0.022
C -1.739 -0.230 0.188
S -0.735 -1.609 -0.313
H 2.355 -1.329 0.521
H 2.538 0.187 -0.080
H 1.528 0.074 1.274
H 1.116 -0.707 -1.642
H -0.544 1.477 0.978
H -1.398 1.843 -0.533
H -2.667 -0.189 -0.466
H -2.154 -0.363 1.230
*
```

For the energy above the lowest of the compared OMol25 structures with the same formula, charge and spin, the calculation gives 1.003 eV. The value obtained for the LUMO energy is 0.913 eV. The value obtained for the HOMO energy is -8.636 eV. The energy comes out at -17159.447 eV.

Here are the Mulliken charges for atoms 1 to 4, given in e: -1.154, 0.199, -0.386, -0.524

=====

This record from the OMol25 dataset describes the molecule C4H8OS2 at a distorted geometry. The level of theory is wB97M-V/def2-TZVPD.

Structure (ORCA input):
```
! RIJCOSX wB97M-V def2-TZVPD def2/J DEFGRID3
* xyz 0 1
C -0.255 -1.422 -1.146
C 0.607 -0.401 -0.388
O 1.092 -0.923 0.907
C 0.652 0.192 1.630
C -0.110 0.876 0.511
S -1.891 0.731 0.681
S 0.443 2.489 0.086
H -1.117 -1.781 -0.515
H 0.391 -2.302 -1.279
H -0.730 -0.954 -2.103
H 1.505 0.088 -0.767
H 1.518 0.804 1.753
H 0.097 -0.090 2.430
H -2.210 0.290 -0.593
H 0.008 2.404 -1.208
*
```

For the energy above the lowest of the compared OMol25 structures with the same formula, charge and spin, the calculation gives 2.260 eV. The value obtained for the LUMO energy is 0.574 eV. The value obtained for the HOMO energy is -8.915 eV. The energy comes out at -27993.441 eV.

Here are the Mulliken charges for atoms 1 to 4, given in e: -1.324, 0.206, -0.423, -0.797

=====

This record from the OMol25 dataset describes a structure of composition C4H8OS2 at a distorted geometry. The level of theory is wB97M-V/def2-TZVPD.

Structure (ORCA input):
```
! RIJCOSX wB97M-V def2-TZVPD def2/J DEFGRID3
* xyz 0 1
C 0.046 -0.760 -0.773
C 0.294 0.039 0.516
C -0.444 1.329 0.221
C -0.822 -0.560 1.319
H 1.335 -0.897 -2.636
H 0.548 -1.782 -0.666
H -1.189 -0.757 -0.679
H 2.337 0.591 -0.602
H -0.065 2.300 0.613
H -0.538 1.576 -0.897
H -1.268 -1.597 1.321
H -0.601 -0.247 2.464
O 0.418 -0.218 -2.103
S 2.038 0.206 0.792
S -2.090 0.777 1.109
*
```

For the energy above the lowest of the compared OMol25 structures with the same formula, charge and spin, the calculation gives 4.440 eV. The value obtained for the LUMO energy is 0.100 eV. The value obtained for the HOMO energy is -8.574 eV. The energy comes out at -27991.261 eV.

Here are the Mulliken charges for atoms 1 to 4, given in e: -0.643, 0.590, -0.640, -0.658

=====

This record from the OMol25 dataset describes the molecule C4H8OS2 at a distorted geometry. The level of theory is wB97M-V/def2-TZVPD.

Structure (ORCA input):
```
! RIJCOSX wB97M-V def2-TZVPD def2/J DEFGRID3
* xyz 0 1
C -2.050 1.830 -0.087
S -0.894 0.896 -1.063
C -0.542 -0.616 -0.220
S -1.760 -1.265 0.623
C 0.896 -1.147 -0.281
C 1.730 -0.787 0.890
O 1.481 -0.868 -1.563
H -1.732 2.828 -0.298
H -3.078 1.714 -0.461
H -1.988 1.645 0.964
H 0.825 -2.286 -0.312
H 1.229 -1.037 1.871
H 1.904 0.330 0.814
H 2.770 -1.275 0.848
H 1.209 0.037 -1.723
*
```

For the energy above the lowest of the compared OMol25 structures with the same formula, charge and spin, the calculation gives 1.078 eV. The value obtained for the LUMO energy is -0.437 eV. The value obtained for the HOMO energy is -8.714 eV. The energy comes out at -27994.623 eV.

Here are the Mulliken charges for atoms 1 to 4, given in e: -0.875, -0.090, 0.163, -0.185